Record 1
Formula: C31H25Br48NO4
Source: OMol25
Level of theory: ωB97M-V/def2-TZVPD

Calculated values
frontier orbital gap = 8.3258 eV
HOMO energy = -9.6 eV

```
! wB97M-V def2-TZVPD RIJCOSX def2/J DEFGRID3
* xyz 0 1
O 4.828 0.883 -1.273
N 4.957 2.010 -1.555
O 3.728 2.668 -1.517
C 3.890 4.088 -1.621
C 3.062 4.743 -0.534
C 3.732 5.523 0.390
C 3.007 6.146 1.400
C 1.644 5.986 1.491
C 0.981 5.190 0.580
C 1.679 4.574 -0.454
C 0.887 3.769 -1.438
O 1.302 3.498 -2.547
C -0.488 3.315 -1.072
C -1.065 2.303 -1.821
C -2.355 1.898 -1.509
C -3.029 2.528 -0.469
C -2.448 3.533 0.275
C -1.162 3.937 -0.032
C -0.488 5.010 0.716
O -1.112 5.730 1.476
H 3.470 4.398 -2.575
H 4.934 4.392 -1.596
H 4.801 5.660 0.333
H 3.552 6.773 2.093
H 1.096 6.507 2.289
H -0.494 1.852 -2.616
H -2.841 1.128 -2.091
H -4.043 2.204 -0.265
H -2.964 4.045 1.091
C -1.506 3.687 -5.778
Br -2.147 1.962 -6.361
Br -2.135 5.095 -6.943
Br -1.926 4.036 -3.935
H -0.428 3.673 -5.856
C -5.173 4.937 -8.953
Br -6.994 5.128 -8.364
Br -5.024 3.688 -10.411
Br -4.379 6.635 -9.387
H -4.611 4.527 -8.125
C 3.585 1.768 2.799
Br 3.509 3.642 2.339
Br 2.402 0.793 1.647
Br 5.378 1.064 2.778
H 3.212 1.657 3.809
C -4.315 0.048 -8.850
Br -2.737 -1.052 -8.801
Br -5.458 -0.419 -10.323
Br -5.245 0.027 -7.165
H -3.995 1.070 -9.011
C 0.559 -3.080 1.979
Br -0.015 -4.779 1.263
Br -0.071 -1.603 0.919
Br 0.072 -2.884 3.830
H 1.639 -3.066 1.930
C -1.909 -4.385 -2.052
Br -2.202 -2.497 -2.190
Br -3.340 -5.398 -2.845
Br -0.187 -4.875 -2.763
H -1.892 -4.624 -0.997
C -1.425 -5.270 -6.156
Br -1.610 -3.354 -6.200
Br -2.890 -6.140 -7.046
Br 0.276 -5.841 -6.852
H -1.458 -5.567 -5.118
C 0.673 -8.504 -1.797
Br 2.348 -9.423 -1.575
Br -0.362 -9.213 -3.255
Br -0.346 -8.458 -0.163
H 0.905 -7.479 -2.051
C 4.232 -8.858 2.139
Br 2.843 -7.584 1.758
Br 5.266 -8.346 3.678
Br 3.528 -10.643 2.313
H 4.901 -8.862 1.291
C -4.156 6.106 3.684
Br -4.090 4.923 5.198
Br -4.562 5.143 2.066
Br -5.360 7.580 3.970
H -3.165 6.522 3.557
C -3.379 2.231 8.352
Br -2.943 1.548 6.607
Br -5.089 3.115 8.351
Br -3.282 0.861 9.701
H -2.634 2.975 8.601
C 0.734 4.889 5.817
Br -0.863 4.487 6.821
Br 2.075 3.523 6.035
Br 0.337 5.231 3.953
H 1.145 5.802 6.224
C 5.809 -8.934 7.793
Br 5.436 -7.075 7.456
Br 4.435 -10.072 7.075
Br 7.552 -9.436 7.149
H 5.812 -9.070 8.864
C -7.096 -6.261 -6.151
Br -8.966 -6.006 -5.778
Br -6.177 -4.592 -6.410
Br -6.227 -7.318 -4.797
H -7.030 -6.814 -7.078
C 7.113 -1.924 1.058
Br 5.783 -3.181 1.650
Br 8.684 -1.975 2.171
Br 7.545 -2.167 -0.800
H 6.683 -0.937 1.159
C 1.097 1.003 9.178
Br 1.866 0.152 7.626
Br 1.650 2.840 9.359
Br -0.818 0.832 9.201
H 1.474 0.474 10.041
*
```

Atom charges from the Mulliken analysis, given in e for atoms 1 to 2: atom 1 (O): -0.179, atom 2 (N): -0.033


Record 2
Formula: C5H10N2
Source: OMol25
Level of theory: ωB97M-V/def2-TZVPD

Calculated values
frontier orbital gap = 9.2509 eV
ΔE to the lowest compared entry with this formula, charge and spin = 69.6 kcal/mol
HOMO energy = -8.3 eV

```
! wB97M-V def2-TZVPD RIJCOSX def2/J DEFGRID3
* xyz 0 1
C -2.603 0.576 0.076
C -1.578 -0.430 -0.340
N -0.493 0.108 -0.844
C 0.676 -0.727 -1.094
C 1.623 -0.773 0.098
C 1.935 0.444 0.879
N 1.121 -0.625 1.453
H -3.564 0.335 -0.391
H -2.369 1.644 -0.093
H -2.756 0.417 1.151
H 0.272 -1.725 -1.275
H -0.366 1.120 -0.973
H 1.209 -0.388 -1.990
H 2.390 -1.540 -0.002
H 2.914 0.569 1.336
H 1.457 1.379 0.583
H 0.132 -0.384 1.427
*
```

Atom charges from the Mulliken analysis, given in e for atoms 1 to 2: atom 1 (C): -0.646, atom 2 (C): -0.579


Record 3
Formula: C7H10O
Source: OMol25
Level of theory: ωB97M-V/def2-TZVPD

Calculated values
frontier orbital gap (spin up / spin down) = 3.4967 / 7.2971 eV
ΔE to the lowest compared entry with this formula, charge and spin = 91.4 kcal/mol
HOMO energy (spin up / spin down) = 0.4 / -3.5 eV

```
! wB97M-V def2-TZVPD RIJCOSX def2/J DEFGRID3
* xyz -1 2
O 0.327 2.413 -2.740
C 0.809 1.931 -1.692
C 1.297 0.527 -1.773
C 1.549 -0.164 -0.418
C 0.222 -0.824 0.012
C -0.486 -0.388 1.082
C -1.506 -1.167 1.750
C -2.657 -0.644 2.075
H 1.167 2.268 -0.695
H 0.794 -0.109 -2.518
H 2.330 0.713 -2.206
H 2.549 -0.943 -0.770
H 1.891 0.418 0.348
H -0.109 -1.629 -0.638
H -0.363 0.578 1.717
H -1.238 -2.224 2.020
H -3.648 -1.055 2.313
H -2.928 0.299 2.134
*
```

Atom charges from the Mulliken analysis, given in e for atoms 1 to 2: atom 1 (O): -0.541, atom 2 (C): 0.193


Record 4
Formula: C6H6O
Source: OMol25
Level of theory: ωB97M-V/def2-TZVPD

Calculated values
frontier orbital gap = 9.2092 eV
ΔE to the lowest compared entry with this formula, charge and spin = 57.0 kcal/mol
HOMO energy = -8.2 eV
SMILES string = C#CC1=COCC1

```
! wB97M-V def2-TZVPD RIJCOSX def2/J DEFGRID3
* xyz 0 1
C -2.052 1.429 -1.804
C -1.158 0.877 -1.209
C -0.150 0.206 -0.464
C 0.863 -0.528 -0.945
O 1.649 -1.105 -0.006
C 0.958 -0.937 1.252
C -0.009 0.235 1.048
H -2.844 1.906 -2.337
H 1.156 -0.712 -1.971
H 1.708 -0.784 2.029
H 0.412 -1.868 1.453
H -0.954 0.091 1.579
H 0.422 1.190 1.375
*
```

Atom charges from the Mulliken analysis, given in e for atoms 1 to 2: atom 1 (C): 0.093, atom 2 (C): -0.510


Record 5
Formula: C4H8N2S
Source: OMol25
Level of theory: ωB97M-V/def2-TZVPD

Calculated values
frontier orbital gap = 9.4225 eV
ΔE to the lowest compared entry with this formula, charge and spin = 113.5 kcal/mol
HOMO energy = -8.8 eV

```
! wB97M-V def2-TZVPD RIJCOSX def2/J DEFGRID3
* xyz 0 1
C 1.520 -0.276 0.402
C -0.748 -0.927 -0.897
C -0.470 1.471 0.687
C 0.081 0.069 0.625
N 2.408 -1.130 0.799
N 3.526 -0.579 0.172
S 2.615 0.574 -0.671
H -0.698 -1.977 -0.444
H -0.044 -0.637 -1.599
H -1.603 -0.404 -0.940
H -1.359 1.549 1.306
H -0.665 1.909 -0.334
H 0.263 2.188 1.306
H -0.279 -0.366 1.481
H 4.107 -1.238 -0.247
*
```

Atom charges from the Mulliken analysis, given in e for atoms 1 to 2: atom 1 (C): 0.642, atom 2 (C): -1.005


Record 6
Formula: H5PSi
Source: OMol25
Level of theory: ωB97M-V/def2-TZVPD

Calculated values
frontier orbital gap = 8.4317 eV
ΔE to the lowest compared entry with this formula, charge and spin = 65.4 kcal/mol
HOMO energy = -8.8 eV

```
! wB97M-V def2-TZVPD RIJCOSX def2/J DEFGRID3
* xyz 0 1
Si -0.558 -0.435 0.009
P 1.622 -0.462 0.332
H -1.450 0.017 1.158
H -1.350 1.221 -1.538
H -1.361 -1.548 -0.764
H 1.256 0.573 1.368
H 1.841 0.635 -0.565
*
```

Atom charges from the Mulliken analysis, given in e for atoms 1 to 2: atom 1 (Si): 0.116, atom 2 (P): -0.177


Here are the calculated largest force on an atom numbers, same order: 0.07147 0.00948 0.11242 0.00890 0.13379 0.09154 (Eh/bohr).